{
  "formula": "C26H42BrCoN3OP2",
  "method": "ωB97M-V/def2-TZVPD",
  "charge": 2,
  "homo_energy_ev": [-13.8, -13.8],
  "molar_mass_g_mol": 613.43,
  "orbital_gap_ev": [6.9, 4.7],
  "spin_multiplicity": 4,
  "symbols": ["C", "C", "C", "C", "N", "C", "C", "C", "C", "C", "C", "C", "C", "C", "Co", "P", "H", "H", "H", "H", "H", "H", "H", "H", "C", "C", "H", "H", "H", "H", "H", "C", "C", "H", "H", "H", "H", "H", "C", "C", "H", "H", "H", "H", "H", "Br", "P", "C", "C", "H", "H", "H", "H", "H", "C", "C", "H", "H", "H", "H", "H", "C", "C", "H", "H", "H", "H", "H", "N", "C", "N", "O", "H", "H", "H", "H"],
  "coordinates": [[-3.071274, -3.553997, 3.328517], [-3.413542, -3.484607, 1.945973], [-4.579534, -4.169750, 1.545600], [-5.134135, -5.122292, 2.423001], [-4.682199, -5.313835, 3.660579], [-3.706543, -4.522973, 4.132488], [-2.557781, -2.789623, 1.026549], [-1.276680, -2.340786, 0.920011], [0.106781, -2.427784, 1.213410], [0.863894, -1.411795, 1.857236], [2.188329, -1.260301, 1.457316], [2.739150, -2.115533, 0.455193], [2.099269, -3.352666, 0.185027], [0.836459, -3.573616, 0.730111], [-2.284924, -1.771064, -0.454847], [-0.183910, 2.304048, 0.235086], [-5.030071, -3.966108, 0.566025], [-2.345095, -2.864827, 3.758710], [-5.976718, -5.731988, 2.061699], [-3.396084, -4.654688, 5.179958], [0.331291, -4.556696, 0.717815], [0.454201, -0.810525, 2.679685], [2.639677, -4.108325, -0.366055], [2.816970, -0.489998, 1.912668], [0.923006, 3.437075, -0.692541], [0.335191, 4.715050, -1.281413], [1.356258, 2.833033, -1.505068], [1.767202, 3.652283, -0.019244], [1.144319, 5.311134, -1.730372], [-0.390054, 4.509679, -2.080745], [-0.154576, 5.334740, -0.522221], [-1.928979, 2.774723, -0.156824], [-2.922589, 2.031272, 0.750875], [-2.137332, 2.548255, -1.215986], [-2.023131, 3.859172, -0.029839], [-3.786419, 1.653832, 0.187655], [-2.472686, 1.153956, 1.244412], [-3.309599, 2.696279, 1.536984], [-0.008278, 2.945885, 1.949173], [-0.474191, 4.368403, 2.218735], [1.057929, 2.844229, 2.198757], [-0.557585, 2.232499, 2.577255], [-0.531832, 4.538866, 3.299782], [0.229591, 5.104351, 1.817192], [-1.461918, 4.586791, 1.809778], [4.383127, -1.707215, -0.298430], [0.081173, -0.862021, -3.382443], [-0.354960, 0.809794, -2.763549], [-0.453015, 1.805046, -3.925317], [0.402037, 1.131545, -2.032392], [-1.305531, 0.724174, -2.220232], [-0.885721, 2.757552, -3.590908], [0.533107, 2.030345, -4.360283], [-1.095202, 1.415282, -4.728818], [1.917130, -0.760692, -3.051003], [2.769363, -1.566642, -4.034648], [2.129250, -1.053159, -2.010649], [2.187550, 0.301333, -3.148743], [3.833320, -1.426090, -3.804015], [2.563381, -2.644610, -3.997523], [2.603459, -1.206426, -5.060322], [-0.506968, -1.988508, -2.024665], [-1.640751, -2.876783, -2.550301], [-0.741112, -1.277100, -1.151243], [0.352803, -2.617251, -1.745950], [-1.878576, -3.727954, -1.879772], [-2.548163, -2.295743, -2.816086], [-1.289009, -3.329296, -3.481327], [4.480076, 3.173101, 2.700186], [4.119821, 2.127270, 1.845832], [5.185141, 1.418724, 1.375582], [2.951967, 1.918069, 1.492686], [5.335947, 3.059766, 3.228637], [3.709811, 3.503584, 3.261796], [4.988640, 0.595095, 0.809207], [6.080046, 1.527028, 1.816594]],
  "forces_ev_per_angstrom": [[-0.27, -0.68, -0.33], [-1.11, -0.52, 1.43], [0.48, -0.09, 0.02], [0.06, 0.69, -0.43], [0.19, 0.02, 0.05], [0.03, 0.68, -0.72], [3.73, 1.47, 0.81], [-4.19, -2.48, 3.03], [1.57, -0.85, 0.56], [0.14, -0.16, -0.90], [0.60, -0.46, -0.36], [-1.49, -0.31, 1.39], [0.47, 0.78, 0.98], [-0.73, 0.88, -0.77], [-0.56, 0.43, -2.37], [-0.48, 3.46, 0.63], [0.35, -0.43, 0.32], [0.10, -0.41, -0.19], [0.42, 0.26, 0.45], [-0.30, 0.03, -0.55], [0.22, 0.72, -0.59], [-0.06, 0.08, -0.78], [-0.05, -0.16, 0.05], [-0.33, -0.20, -0.31], [1.05, -0.86, -0.66], [-0.56, 0.28, -0.16], [0.06, 0.32, 0.15], [-0.32, -0.23, -0.01], [-0.18, -0.29, 0.21], [0.17, 0.05, 0.26], [0.11, -0.09, -0.17], [-0.17, -1.12, -0.68], [-0.30, -0.21, 0.31], [0.19, 0.22, 0.35], [0.35, -0.17, -0.10], [0.21, 0.25, 0.09], [-0.12, 0.26, -0.05], [0.15, -0.32, -0.20], [0.39, -1.56, 0.69], [-0.18, 0.63, -0.34], [-0.28, -0.19, -0.13], [0.10, 0.17, 0.09], [0.08, -0.21, -0.19], [-0.12, -0.14, 0.01], [0.05, 0.01, 0.12], [0.47, -0.07, -0.24], [0.78, 0.07, -0.61], [-0.19, 0.04, 0.15], [-0.15, 0.29, -0.02], [-0.14, -0.18, -0.11], [-0.14, 0.11, -0.17], [0.12, -0.15, -0.10], [-0.28, -0.17, 0.15], [0.22, 0.10, 0.27], [-0.03, -0.11, -0.03], [0.15, 0.05, -0.06], [-0.10, 0.14, -0.21], [-0.10, -0.20, 0.06], [-0.23, -0.07, -0.06], [-0.03, 0.25, -0.04], [0.03, -0.24, 0.27], [0.25, 0.40, -0.27], [-0.17, -0.23, 0.40], [0.71, -0.29, -0.49], [-0.45, 0.32, 0.35], [-0.05, 0.40, -0.26], [0.14, -0.26, 0.00], [-0.23, 0.10, 0.02], [-0.56, -0.84, -0.25], [0.58, 0.47, 0.21], [-0.85, -0.21, -0.07], [0.46, 0.19, 0.14], [-0.11, 0.13, -0.14], [0.07, 0.09, -0.04], [0.24, 0.46, 0.32], [0.14, -0.13, -0.18]],
  "lowdin_charge": [0.01, -0.24, -0.01, -0.11, 0.08, -0.10, -0.07, -0.12, -0.24, -0.01, -0.10, -0.68, -0.10, 0.00, 0.69, 1.19, 0.12, 0.12, 0.12, 0.12, 0.15, 0.13, 0.12, 0.09, -0.36, -0.11, 0.07, 0.09, 0.10, 0.07, 0.07, -0.36, -0.14, 0.08, 0.09, 0.08, 0.05, 0.09, -0.37, -0.10, 0.06, 0.08, 0.10, 0.08, 0.07, 0.89, 1.02, -0.48, -0.14, 0.02, 0.05, 0.06, 0.09, 0.08, -0.42, -0.16, 0.03, 0.08, 0.07, 0.07, 0.08, -0.44, -0.16, 0.04, 0.08, 0.09, 0.09, 0.10, 0.15, -0.62, 0.17, -0.04, 0.10, 0.10, 0.02, 0.11]
}